Entry 1:
A structure of composition C53H54BrMnN4O2SSbSi, computed with ωB97M-V/def2-TZVPD.

Values from the calculation:
**Largest force on an atom**: 1.0 eV Å⁻¹
**Total charge**: +2
**Energy above the lowest of the compared OMol25 structures with the same formula, charge and spin**: 1.1738 eV
**Lowest unoccupied orbital energy (alpha / beta)**: -7.58 / -7.59 eV
**Electronic energy**: -192490.973 eV
**2S+1**: 4
**E_HOMO (alpha / beta)**: -11.849 / -11.979 eV

Each line ends with the Löwdin charge.
Positions of all 118 atoms, in Å:
1 Mn -0.049 1.021 -0.628  0.491
2 O -0.688 4.259 1.329  0.034
3 C -0.113 4.019 2.544  -0.267
4 C -0.476 4.851 3.600  0.001
5 C 0.052 4.650 4.861  -0.063
6 C 0.958 3.618 5.086  -0.076
7 C 1.313 2.797 4.033  -0.047
8 C 0.779 2.966 2.753  -0.117
9 C 1.189 1.961 1.692  -0.331
10 O 0.763 2.300 0.412  -0.246
11 N 0.671 0.575 2.038  0.025
12 N -0.480 0.169 1.251  -0.075
13 C -1.444 1.034 1.157  -0.127
14 C -2.879 0.659 0.840  -0.193
15 Br -0.723 -1.120 -1.640  0.501
16 C -3.147 -0.741 0.448  0.080
17 C -3.850 -1.697 1.159  -0.184
18 C -4.356 -1.492 2.474  0.024
19 C -5.046 -2.497 3.100  -0.027
20 C -5.248 -3.712 2.433  0.020
21 C -4.758 -3.946 1.149  -0.018
22 C -4.058 -2.949 0.514  0.040
23 H -0.194 3.703 0.695  0.049
24 H -1.167 5.659 3.401  0.125
25 H -0.230 5.311 5.669  0.113
26 H 1.392 3.472 6.065  0.108
27 H 2.043 2.009 4.196  0.119
28 H 2.278 1.854 1.672  0.149
29 H 0.321 0.637 2.993  0.108
30 H -1.372 2.018 1.621  0.143
31 H -2.780 -1.017 -0.534  -0.003
32 H -4.198 -0.551 2.982  0.127
33 H -5.439 -2.358 4.097  0.127
34 H -5.806 -4.493 2.934  0.131
35 H -4.933 -4.897 0.667  0.125
36 H -3.649 -3.094 -0.479  0.132
37 C 3.777 -5.225 0.406  -0.047
38 C 4.003 -4.130 1.411  -0.290
39 C 5.237 -4.079 2.062  -0.025
40 C 5.515 -3.136 3.035  -0.041
41 C 4.550 -2.209 3.410  -0.065
42 C 3.319 -2.234 2.786  -0.155
43 C 3.048 -3.181 1.789  -0.331
44 Sb 1.086 -2.979 1.078  1.765
45 C -0.118 -3.580 2.693  -0.318
46 C -0.890 -2.613 3.333  -0.134
47 C -1.630 -2.942 4.458  -0.085
48 C -1.596 -4.244 4.934  -0.053
49 C -0.818 -5.201 4.302  -0.024
50 C -0.050 -4.894 3.180  -0.288
51 C 0.875 -5.934 2.611  -0.040
52 C 0.485 -4.062 -0.597  -0.415
53 C -0.680 -4.814 -0.453  -0.145
54 C -1.144 -5.574 -1.515  -0.067
55 C -0.446 -5.559 -2.715  -0.040
56 C 0.691 -4.777 -2.859  -0.017
57 C 1.172 -3.992 -1.815  -0.342
58 C 2.333 -3.068 -2.031  -0.052
59 H 4.008 -6.192 0.854  0.098
60 H 4.438 -5.104 -0.454  0.098
61 H 2.754 -5.269 0.039  0.044
62 H 5.990 -4.811 1.797  0.127
63 H 6.487 -3.131 3.511  0.118
64 H 4.757 -1.478 4.179  0.114
65 H 2.563 -1.509 3.074  0.084
66 H -0.913 -1.604 2.944  0.062
67 H -2.221 -2.189 4.962  0.108
68 H -2.167 -4.515 5.813  0.116
69 H -0.785 -6.209 4.696  0.124
70 H 0.536 -6.937 2.863  0.094
71 H 1.878 -5.810 3.028  0.099
72 H 0.958 -5.882 1.526  0.051
73 H -1.209 -4.831 0.495  0.091
74 H -2.029 -6.186 -1.404  0.110
75 H -0.792 -6.156 -3.548  0.118
76 H 1.210 -4.758 -3.809  0.124
77 H 2.813 -3.260 -2.989  0.098
78 H 3.096 -3.159 -1.255  0.065
79 H 1.990 -2.029 -2.035  0.036
80 C 1.279 -0.160 -4.724  -0.157
81 Si 0.487 1.330 -3.927  0.398
82 C -1.375 1.260 -4.154  -0.184
83 C 1.028 2.884 -4.819  -0.160
84 N 0.936 1.331 -2.208  -0.195
85 C 2.260 1.069 -1.841  -0.359
86 C 3.370 1.645 -2.472  -0.019
87 C 4.648 1.420 -1.995  -0.054
88 C 4.866 0.643 -0.861  -0.072
89 C 3.783 0.064 -0.225  -0.070
90 C 2.503 0.242 -0.739  -0.113
91 H 1.372 -0.023 -5.803  0.043
92 H 0.664 -1.045 -4.546  0.018
93 H 2.277 -0.354 -4.327  0.030
94 H -1.569 0.688 -5.065  0.050
95 H -1.802 2.252 -4.314  0.016
96 H -1.909 0.762 -3.349  -0.025
97 H 0.642 2.823 -5.841  0.047
98 H 2.106 3.017 -4.898  0.026
99 H 0.610 3.795 -4.384  0.024
100 H 3.227 2.296 -3.322  0.092
101 H 5.487 1.876 -2.504  0.114
102 H 5.869 0.490 -0.487  0.108
103 H 3.933 -0.559 0.648  0.093
104 H 1.687 -0.319 -0.266  0.026
105 S -2.219 4.448 -2.475  1.186
106 C -0.989 3.456 -1.857  -0.423
107 N -1.382 2.414 -1.175  -0.032
108 C -2.767 2.387 -1.054  -0.220
109 C -3.524 1.549 -0.220  -0.101
110 C -4.900 1.654 -0.275  0.001
111 C -5.533 2.599 -1.092  -0.034
112 C -4.792 3.503 -1.821  -0.038
113 C -3.403 3.397 -1.776  -0.417
114 H 0.058 3.650 -2.037  0.102
115 H -3.380 0.897 1.783  0.152
116 H -5.509 1.025 0.365  0.127
117 H -6.612 2.651 -1.110  0.122
118 H -5.275 4.279 -2.399  0.127

Entry 2:
A structure of composition C53H54ClHfN6O4 at a distorted geometry, computed with ωB97M-V/def2-TZVPD.

Values from the calculation:
**Largest force on an atom**: 3.9 eV Å⁻¹
**Total charge**: -1
**Energy above the lowest of the compared OMol25 structures with the same formula, charge and spin**: 0.0000 eV
**Lowest unoccupied orbital energy**: 2.22 eV
**Electronic energy**: -86803.956 eV
**E_HOMO**: -5.824 eV

Each line ends with the Löwdin charge.
Positions of all 119 atoms, in Å:
1 Hf 11.419 13.873 13.249  1.766
2 C 9.933 18.924 12.123  -0.048
3 C 11.112 17.891 12.066  -0.361
4 C 11.993 18.229 10.859  -0.090
5 C 11.934 17.944 13.338  -0.117
6 C 12.509 19.188 13.672  -0.051
7 C 13.210 19.299 14.816  -0.116
8 C 13.226 18.332 15.772  -0.055
9 C 12.496 17.181 15.597  -0.120
10 C 12.249 16.256 16.792  -0.349
11 C 13.495 16.177 17.705  -0.060
12 C 11.038 16.663 17.649  -0.046
13 C 11.829 16.969 14.380  -0.128
14 N 10.893 15.855 14.263  -0.016
15 C 9.634 16.105 14.703  -0.500
16 O 9.107 17.156 15.032  0.056
17 C 8.876 14.838 14.859  -0.182
18 C 7.556 14.786 15.312  0.028
19 C 6.935 13.543 15.541  -0.024
20 C 7.653 12.376 15.269  0.007
21 C 8.929 12.516 14.730  -0.217
22 N 9.499 13.701 14.601  0.046
23 C 9.720 11.346 14.207  -0.505
24 O 9.113 10.266 14.136  0.019
25 N 11.030 11.617 13.871  0.000
26 C 11.765 10.377 13.591  -0.161
27 C 12.441 9.809 14.687  -0.113
28 C 13.110 8.596 14.541  -0.057
29 C 13.361 8.068 13.293  -0.110
30 C 12.832 8.659 12.170  -0.019
31 C 11.899 9.746 12.341  -0.121
32 C 11.078 10.214 11.180  -0.371
33 C 9.760 9.434 10.979  -0.065
34 C 11.885 10.188 9.894  -0.085
35 C 12.172 10.313 16.118  -0.365
36 C 11.092 9.545 16.808  -0.069
37 C 13.397 10.251 17.003  -0.081
38 H 9.071 18.610 11.521  0.081
39 H 9.632 19.162 13.143  0.075
40 H 10.349 19.817 11.758  0.039
41 H 10.666 16.887 12.003  0.102
42 H 12.375 19.289 10.874  0.082
43 H 12.884 17.553 10.845  0.090
44 H 11.435 18.128 9.917  0.071
45 H 12.492 20.021 12.930  0.122
46 H 13.716 20.236 15.078  0.107
47 H 13.825 18.552 16.656  0.101
48 H 12.029 15.313 16.398  0.076
49 H 14.039 17.126 17.834  0.058
50 H 13.179 15.792 18.733  0.100
51 H 14.205 15.498 17.232  0.050
52 H 11.225 17.659 18.116  0.099
53 H 10.113 16.711 17.082  0.054
54 H 10.892 15.899 18.377  0.060
55 H 7.067 15.746 15.387  0.113
56 H 5.913 13.357 15.932  0.117
57 H 7.127 11.444 15.374  0.115
58 H 13.515 8.169 15.432  0.099
59 H 14.018 7.186 13.273  0.110
60 H 13.001 8.260 11.162  0.112
61 H 10.762 11.244 11.371  0.077
62 H 9.967 8.391 10.719  0.077
63 H 9.062 9.493 11.825  0.063
64 H 9.189 9.777 10.132  0.061
65 H 11.733 9.291 9.291  0.074
66 H 11.618 11.021 9.248  0.072
67 H 12.994 10.171 10.053  0.079
68 H 11.831 11.349 16.142  0.125
69 H 11.363 8.505 17.023  0.087
70 H 10.879 10.019 17.769  0.085
71 H 10.172 9.501 16.281  0.056
72 H 13.743 9.234 17.275  0.089
73 H 14.175 10.882 16.559  0.053
74 H 13.292 10.725 17.940  0.061
75 O 12.156 14.901 11.606  -0.270
76 C 12.596 14.538 10.390  -0.350
77 C 12.102 15.332 9.328  0.002
78 C 12.457 15.010 8.009  -0.073
79 C 13.236 13.891 7.744  -0.104
80 C 13.708 13.181 8.848  -0.052
81 C 13.344 13.430 10.182  -0.160
82 C 13.938 12.729 11.324  -0.042
83 N 13.412 12.820 12.485  -0.062
84 N 14.282 12.413 13.482  0.073
85 C 14.024 13.042 14.632  -0.473
86 O 13.086 13.859 14.880  -0.113
87 C 15.173 13.004 15.560  -0.173
88 C 14.998 13.207 16.930  -0.056
89 C 16.121 13.096 17.809  -0.052
90 C 17.400 13.067 17.244  -0.095
91 C 17.554 13.051 15.875  -0.097
92 C 16.470 12.992 15.049  -0.046
93 H 11.372 16.059 9.600  0.087
94 H 12.181 15.593 7.162  0.088
95 H 13.486 13.523 6.732  0.106
96 H 14.389 12.393 8.533  0.110
97 H 14.858 12.171 11.253  0.129
98 H 13.993 13.301 17.319  0.110
99 H 15.874 13.028 18.865  0.100
100 H 18.229 12.972 17.906  0.087
101 H 18.540 12.983 15.450  0.101
102 H 16.645 12.990 13.978  0.115
103 Cl 8.375 12.683 11.594  0.546
104 C 9.788 13.719 11.547  -0.726
105 H 9.466 14.681 11.271  -0.033
106 H 10.287 13.392 10.641  -0.021
107 N 17.254 7.023 10.657  0.132
108 C 17.032 7.342 11.751  -0.173
109 C 16.836 7.759 13.148  -0.242
110 C 16.222 8.983 13.364  -0.040
111 C 16.058 9.491 14.664  -0.061
112 C 16.663 8.826 15.724  -0.058
113 C 17.297 7.591 15.482  -0.083
114 C 17.416 7.047 14.210  -0.047
115 H 15.739 9.479 12.558  0.105
116 H 15.527 10.409 14.732  0.069
117 H 16.618 9.239 16.742  0.111
118 H 17.784 7.025 16.287  0.102
119 H 17.880 6.083 13.995  0.114

- Among the records above, which one has the highest electronic energy?
  C53H54ClHfN6O4

- Which of these has the lowest total charge?
  C53H54ClHfN6O4

- What is the largest force on an atom in the second record?
  3.9 eV Å⁻¹